Record 1
DFT (the ωB97M-V functional and the def2-TZVPD basis) results for 3 unconnected molecules or ions with the total composition C12H14BCl2F2NO6.

Calculated values
Orbital gap (eV): 9.4
SMILES string: C#CCB(N)/C(Cl)=C(\C)Cl.O=C1OC[C@@H](F)O1.O=C1OC[C@@H](F)O1
E_HOMO (hartree): -0.3392
LUMO (eV): 0.181
E_tot (a.u.): -2116.77270

Last column: Löwdin charge in e.
CARTESIAN COORDINATES (ANGSTROEM)
C -1.88 7.22 3.67  0.047
C -1.44 6.08 3.83  -0.159
C -0.75 4.65 3.79  -0.099
B -1.38 3.89 2.48  -0.430
N -1.80 4.79 1.37  0.142
C -1.56 2.29 2.38  -0.553
Cl -3.21 1.57 2.69  0.568
C -0.48 1.50 2.04  -0.638
C 0.98 2.00 1.77  -0.098
Cl -0.78 -0.30 1.91  0.565
H -2.54 8.02 3.24  0.050
H 0.36 4.84 3.68  0.110
H -1.01 4.11 4.75  0.105
H -1.00 5.26 0.95  0.096
H -2.29 4.21 0.67  0.077
H 1.55 2.28 2.71  0.097
H 1.55 1.11 1.34  0.072
H 1.05 2.85 1.02  0.096
O 2.66 1.42 -1.80  0.170
C 1.85 0.55 -1.91  -0.537
O 0.59 0.63 -1.40  0.052
C -0.10 -0.54 -1.85  -0.069
C 1.03 -1.49 -2.12  -0.319
F 0.72 -2.33 -3.14  0.071
O 2.08 -0.64 -2.54  0.140
H -0.67 -0.30 -2.75  0.149
H -0.78 -0.91 -1.09  0.121
H 1.35 -2.06 -1.25  0.174
O -0.28 -4.35 -0.59  0.166
C 0.11 -5.14 -1.39  -0.543
O 1.41 -5.53 -1.51  0.073
C 1.44 -6.57 -2.48  -0.063
C 0.19 -6.30 -3.27  -0.322
F -0.34 -7.45 -3.75  0.078
O -0.69 -5.75 -2.31  0.142
H 1.41 -7.54 -1.97  0.148
H 2.34 -6.52 -3.08  0.144
H 0.33 -5.59 -4.09  0.176

***

Record 2
DFT (the ωB97M-V functional and the def2-TZVPD basis) results for C12H14BrP in the gas phase.

Calculated values
Orbital gap (eV): 9.0
SMILES string: CC1=CP(c2ccccc2)C[C@]1(C)Br
E_HOMO (hartree): -0.3095
Energy relative to the best compared isomer or geometry (same formula, charge and spin) (eV): 0.0342
LUMO (eV): 0.626
E_tot (a.u.): -3380.95439

Last column: Löwdin charge in e.
CARTESIAN COORDINATES (ANGSTROEM)
C 1.27 0.47 -2.43  -0.090
C 1.27 0.37 -0.97  -0.457
C 1.71 -0.74 -0.34  -0.254
P 1.37 -0.72 1.48  1.009
C -0.29 -1.48 1.47  -0.422
C -0.86 -2.01 0.27  -0.158
C -2.16 -2.55 0.26  -0.083
C -2.89 -2.63 1.49  -0.036
C -2.26 -2.00 2.61  -0.104
C -1.03 -1.43 2.64  -0.136
C 0.81 1.05 1.21  -0.376
C 0.37 1.36 -0.22  -0.792
C 0.75 2.83 -0.60  -0.080
Br -1.51 0.90 -0.64  0.788
H 2.11 -0.20 -2.88  0.117
H 1.52 1.52 -2.85  0.103
H 0.31 0.17 -2.74  0.037
H 2.51 -1.43 -0.90  0.126
H -0.30 -1.90 -0.64  0.074
H -2.59 -2.73 -0.67  0.079
H -3.85 -3.10 1.71  0.094
H -2.78 -1.94 3.53  0.089
H -0.71 -1.15 3.56  0.074
H 1.58 1.83 1.45  0.090
H -0.06 1.22 1.94  0.098
H -0.07 3.33 -1.13  0.065
H 1.57 2.76 -1.34  0.079
H 0.81 3.38 0.30  0.064

***

Record 3
DFT (the ωB97M-V functional and the def2-TZVPD basis) results for a molecular structure, C12H14CdF6NO10S2.

Calculated values
Orbital gap (spin up / spin down) (eV): 7.8 / 5.7
2S+1: 2
E_HOMO (spin up / spin down) (hartree): -0.3501 / -0.3354
LUMO (spin up / spin down) (eV): -1.691 / -3.462
E_tot (a.u.): -2835.90995
Expectation value of S²: 0.83

Last column: Löwdin charge in e.
CARTESIAN COORDINATES (ANGSTROEM)
Cd -0.04 0.05 0.37  1.389
C 2.24 -2.70 -1.81  0.116
C 1.59 -1.57 -1.23  -0.241
C 2.00 -0.05 -1.43  -0.307
O 1.53 0.81 -0.64  -0.129
C 2.92 0.08 -2.54  0.072
C 3.45 -1.01 -3.21  -0.333
C 3.06 -2.42 -2.84  -0.288
O 3.66 -3.42 -3.42  0.113
O 4.17 -0.80 -4.24  0.068
O 0.61 -1.79 -0.46  -0.080
H 2.07 -3.70 -1.44  0.151
H 3.08 1.08 -2.92  0.129
C -3.21 -2.41 -0.77  -0.608
F -2.19 -3.22 -0.62  0.160
F -3.13 -2.03 -2.07  0.111
F -4.37 -3.05 -0.55  0.150
S -2.98 -0.82 0.40  0.729
O -4.31 -0.13 0.55  -0.303
O -2.36 -1.19 1.65  -0.327
N -1.78 0.07 -0.52  -0.458
S -2.70 1.17 -1.28  0.627
O -3.84 0.63 -2.00  -0.292
O -2.97 2.29 -0.37  -0.313
C -1.38 1.92 -2.59  -0.732
F -0.73 1.02 -3.25  0.190
F -2.14 2.71 -3.30  0.176
F -0.49 2.60 -1.97  0.172
C -0.26 -2.26 3.34  -0.075
C 0.00 -0.73 3.45  -0.262
O 0.66 -0.57 2.22  -0.209
H 0.66 -2.78 3.62  0.078
H -0.56 -2.62 2.35  0.062
H -1.02 -2.54 4.07  0.081
H 0.61 -0.50 4.32  0.119
H -0.83 -0.03 3.55  0.113
H 1.56 -0.89 2.36  0.119
C 1.39 3.86 0.97  -0.067
C 0.82 2.83 1.94  -0.259
O -0.29 2.07 1.35  -0.178
H 1.50 3.33 0.02  0.054
H 2.39 4.18 1.26  0.082
H 0.66 4.62 0.71  0.084
H 0.34 3.35 2.77  0.115
H 1.62 2.20 2.32  0.106
H -1.04 2.37 1.87  0.095

***

Record 4
DFT (the ωB97M-V functional and the def2-TZVPD basis) results for a molecular structure, C12H14ClN2O2S5SbV.

Calculated values
Orbital gap (spin up / spin down) (eV): 6.2 / 6.4
2S+1: 3
E_HOMO (spin up / spin down) (hartree): -0.1366 / -0.1461
LUMO (spin up / spin down) (eV): 2.468 / 2.468
E_tot (a.u.): -4361.14471
Expectation value of S²: 2.02
Net charge: -1

Last column: Löwdin charge in e.
CARTESIAN COORDINATES (ANGSTROEM)
V -0.38 0.44 0.27  0.148
S 0.80 -0.24 4.59  -0.281
Sb 1.88 0.80 2.85  0.314
S 1.35 -0.72 0.97  0.049
S 0.08 2.10 1.81  -0.003
O 0.06 1.15 -1.39  -0.250
N -1.20 1.49 -1.45  -0.280
C -1.59 2.62 -0.80  -0.107
C -2.89 3.04 -0.78  -0.061
C -3.85 2.29 -1.48  -0.070
C -3.43 1.23 -2.23  -0.112
C -2.07 0.85 -2.30  -0.743
S -1.51 -0.26 -3.40  0.651
H -0.78 3.20 -0.36  0.085
H -3.15 3.94 -0.25  0.104
H -4.89 2.58 -1.46  0.103
H -4.11 0.66 -2.85  0.094
Cl -3.52 -4.33 -0.03  0.662
C -2.08 -3.49 -0.51  -0.648
C -0.97 -4.21 -0.93  -0.077
C 0.12 -3.47 -1.36  -0.040
C 0.10 -2.10 -1.26  -0.249
N -0.95 -1.43 -0.76  -0.082
C -2.05 -2.11 -0.45  -0.165
H -0.98 -5.29 -0.95  0.105
H 1.00 -3.98 -1.74  0.109
H 0.93 -1.48 -1.59  0.091
H -2.91 -1.53 -0.14  0.116
C -2.04 -1.63 3.17  -0.233
S -1.33 -0.05 2.57  0.486
C -2.24 0.98 3.77  -0.264
O -2.11 0.15 1.30  -0.640
H -3.12 -1.60 3.16  0.048
H -1.65 -1.76 4.18  0.018
H -1.67 -2.42 2.52  0.043
H -1.76 0.86 4.73  0.012
H -3.27 0.66 3.78  0.047
H -2.15 2.01 3.42  0.019

***

Record 5
DFT (the ωB97M-V functional and the def2-TZVPD basis) results for a molecular structure, C12H14ClN5O13SV.

Calculated values
Orbital gap (spin up / spin down) (eV): 5.3 / 8.0
2S+1: 4
E_HOMO (spin up / spin down) (hartree): -0.0397 / -0.1373
Energy relative to the best compared isomer or geometry (same formula, charge and spin) (eV): 0.1993
LUMO (spin up / spin down) (eV): 4.221 / 4.268
E_tot (a.u.): -3520.10771
Expectation value of S²: 3.77
Net charge: -2

Last column: Löwdin charge in e.
CARTESIAN COORDINATES (ANGSTROEM)
V 0.04 0.44 -0.03  0.817
C -0.27 3.98 -1.71  0.012
C -0.36 2.70 -2.46  -0.293
N -0.20 1.49 -1.97  0.120
C -0.39 0.61 -2.99  -0.103
C -0.65 1.29 -4.15  -0.083
N -0.62 2.61 -3.78  0.178
C -0.92 0.88 -5.54  -0.504
O -0.92 -0.42 -5.78  0.096
O -1.11 1.72 -6.40  0.049
C -0.34 -0.85 -2.68  -0.536
O -0.52 -1.66 -3.61  0.019
O -0.11 -1.13 -1.47  -0.055
H 0.67 4.00 -1.15  0.060
H -1.09 4.02 -0.99  0.072
H -0.33 4.83 -2.39  0.076
H -0.78 3.37 -4.43  0.160
H -0.74 -0.98 -4.93  0.058
O 2.51 3.20 -0.13  -0.360
S 2.02 2.11 0.71  0.308
O 2.70 2.02 1.99  -0.360
O 0.51 2.21 0.88  -0.434
O 2.10 0.77 -0.03  -0.457
O -2.90 1.54 1.83  -0.329
Cl -3.10 1.42 0.42  0.686
O -4.42 0.91 0.14  -0.347
O -2.90 2.68 -0.24  -0.337
O -2.15 0.43 -0.12  -0.429
N 1.09 -3.52 5.74  0.137
C 0.06 -3.61 4.82  -0.500
O -0.80 -4.46 4.94  0.039
C 0.12 -2.68 3.67  -0.155
C 1.22 -1.87 3.39  -0.008
C 1.19 -0.99 2.33  -0.083
N 0.10 -0.86 1.53  -0.021
C -0.96 -1.67 1.78  -0.080
C -0.98 -2.58 2.82  0.003
H 0.89 -4.00 6.60  0.093
H 1.53 -2.62 5.85  0.080
H 2.13 -1.92 3.98  0.106
H 2.02 -0.34 2.10  0.098
H -1.81 -1.56 1.12  0.111
H -1.85 -3.19 2.99  0.116
N 2.84 -2.23 -0.56  0.019
H 2.65 -2.28 -1.56  -0.002
H 2.86 -1.23 -0.36  -0.023
H 1.98 -2.56 -0.14  -0.010

***

Record 6
DFT (the ωB97M-V functional and the def2-TZVPD basis) results for 2 unconnected molecules or ions with the total composition C12H14F8NO6.

Calculated values
Orbital gap (eV): 7.5
E_HOMO (hartree): -0.1742
LUMO (eV): 2.728
E_tot (a.u.): -1770.88145
Net charge: -1

Last column: Löwdin charge in e.
CARTESIAN COORDINATES (ANGSTROEM)
C 3.02 -1.55 -1.26  0.025
C 4.27 -0.75 -1.47  -0.488
O 5.02 -0.89 -2.39  0.129
O 4.55 0.27 -0.58  0.091
C 3.99 0.32 0.68  -0.432
O 3.88 -0.67 1.35  0.123
C 3.55 1.71 1.08  -0.124
N 2.20 2.05 0.68  -0.169
C 1.19 1.08 1.14  -0.083
C 2.08 2.32 -0.76  -0.126
C 0.70 2.85 -1.25  -0.722
O 0.69 3.13 -2.46  -0.075
O -0.25 2.91 -0.41  -0.080
H 3.12 -2.19 -0.37  0.090
H 2.86 -2.15 -2.15  0.094
H 2.15 -0.90 -1.09  0.082
H 3.66 1.77 2.17  0.128
H 4.24 2.44 0.63  0.128
H 1.60 0.36 1.86  0.081
H 0.75 0.55 0.29  0.058
H 0.37 1.62 1.62  0.079
H 2.29 1.42 -1.37  0.106
H 2.83 3.06 -1.04  0.120
C -2.83 0.25 -0.14  -0.018
C -1.83 -0.83 -0.57  -0.445
C -2.30 -1.93 -1.52  -0.300
F -3.28 -2.67 -0.97  0.085
F -1.26 -2.75 -1.80  0.091
F -1.25 -1.39 0.52  0.132
F -0.89 -0.15 -1.27  0.107
O -3.45 0.07 1.12  0.058
C -4.62 -0.60 1.28  -0.555
C -4.48 -1.74 2.31  -0.286
F -3.57 -2.64 1.90  0.103
F -5.68 -2.36 2.44  0.085
F -5.14 -1.05 0.13  0.145
F -5.52 0.26 1.83  0.126
H -2.23 1.15 -0.04  0.144
H -3.57 0.42 -0.93  0.149
H -2.67 -1.49 -2.45  0.172
H -4.18 -1.33 3.28  0.172